Entry 1:
DFT (the ωB97M-V functional and the def2-TZVPD basis) results for a molecular structure, C16H14F9IN2ORe.

Structure (XYZ):
```
44
Properties=species:S:1:pos:R:3:nbo_charge:R:1
C 0.54 0.51 1.09 -0.260
C 0.63 -1.11 0.86 -0.941
H 1.41 0.96 1.56 0.242
H -1.36 0.04 2.58 0.534
H -0.13 1.38 0.96 0.261
H 1.01 -2.11 0.50 0.383
H 1.20 -0.96 1.81 0.365
H -0.44 -1.31 1.15 0.262
C 0.27 2.62 -2.22 0.077
C 0.22 3.45 -3.33 -0.205
C 0.02 2.92 -4.61 -0.084
C -0.16 1.55 -4.76 -0.178
H 0.48 2.94 -1.20 0.241
H 0.34 4.52 -3.17 0.270
H 0.00 3.57 -5.47 0.266
H -0.33 1.07 -5.72 0.253
N 0.07 1.25 -2.38 -0.520
C -0.16 0.73 -3.65 0.159
C -0.33 -0.69 -3.60 0.144
N -0.27 -1.20 -2.29 -0.531
C -0.51 -2.55 -2.08 0.067
C -0.67 -2.92 -4.47 -0.085
C -0.69 -3.40 -3.15 -0.208
H -0.52 -2.87 -1.02 0.234
H -0.87 -4.45 -2.95 0.269
C -0.50 -1.56 -4.67 -0.173
H -0.51 -1.10 -5.65 0.251
H -0.82 -3.59 -5.31 0.269
Re 0.95 -0.14 -1.27 1.040
I 3.40 -0.16 -1.18 0.011
F -0.93 -2.01 3.97 -0.311
C 0.04 -1.26 4.57 0.967
F 0.05 -1.54 5.89 -0.271
F 1.22 -1.65 4.03 -0.311
C -0.21 0.23 4.25 0.004
O -0.43 0.30 2.81 -0.683
C -1.53 0.73 4.86 0.971
F -1.58 0.65 6.21 -0.269
F -1.76 2.01 4.47 -0.292
F -2.55 -0.01 4.33 -0.315
C 1.05 1.09 4.52 0.978
F 1.54 0.87 5.77 -0.277
F 2.02 0.77 3.61 -0.317
F 0.81 2.41 4.36 -0.288
```

* lowest unoccupied orbital energy (spin up / spin down): -7.72 / -8.53 eV
* E: -2076.8516 hartree
* relative energy (zero: lowest compared OMol25 entry of this formula, charge and spin): 0.0 kcal/mol
* ⟨S²⟩: 3.97
* total charge: +2
* Kohn-Sham gap (spin up / spin down): 6.48 / 6.24 eV
* multiplicity: 4

=====

Entry 2:
DFT (the ωB97M-V functional and the def2-TZVPD basis) results for a single C16H14FN3O3S2 molecule.

Structure (XYZ):
```
39
Properties=species:S:1:pos:R:3:nbo_charge:R:1
C -3.97 -2.26 0.19 -0.671
C -2.51 -2.06 0.18 0.159
N -1.77 -2.05 1.22 -0.468
C -0.46 -1.80 0.94 0.211
C 0.56 -1.71 1.88 -0.216
C 1.84 -1.41 1.44 -0.176
C 2.07 -1.20 0.08 -0.366
C 1.09 -1.30 -0.87 -0.189
C -0.19 -1.60 -0.44 -0.244
S -1.66 -1.76 -1.35 0.370
H 1.33 -1.14 -1.91 0.247
S 3.70 -0.69 -0.44 2.303
O 4.64 -0.91 0.62 -0.933
O 3.99 -1.20 -1.74 -0.930
N 3.47 0.98 -0.65 -0.872
H 4.28 1.33 -1.14 0.409
C 3.19 1.67 0.60 -0.349
H 3.72 1.21 1.44 0.239
H 3.51 2.72 0.53 0.238
C 1.69 1.66 0.89 0.683
O 1.24 1.61 2.01 -0.594
N 0.96 1.74 -0.25 -0.645
C -0.42 1.64 -0.43 0.264
C -1.30 1.45 0.63 -0.355
C -2.65 1.34 0.35 0.423
C -3.15 1.42 -0.94 -0.320
C -2.27 1.61 -1.98 -0.172
C -0.91 1.71 -1.74 -0.287
H -0.22 1.85 -2.56 0.210
H -2.63 1.66 -2.99 0.221
H -4.22 1.33 -1.11 0.230
F -3.50 1.14 1.37 -0.325
H -0.94 1.39 1.64 0.275
H 1.52 1.74 -1.10 0.421
H 2.66 -1.33 2.12 0.249
H 0.35 -1.87 2.92 0.238
H -4.47 -1.32 0.44 0.248
H -4.24 -2.99 0.95 0.248
H -4.32 -2.59 -0.79 0.226
```

* lowest unoccupied orbital energy: -0.07 eV
* SMILES: Cc1nc2ccc(S(=O)(=O)NCC(=O)Nc3cccc(F)c3)cc2s1
* E: -1904.3827 hartree
* relative energy (zero: lowest compared OMol25 entry of this formula, charge and spin): 0.0 kcal/mol
* Kohn-Sham gap: 8.74 eV

=====

Entry 3:
DFT (the ωB97M-V functional and the def2-TZVPD basis) results for a molecular structure, C16H14FeO4.

Structure (XYZ):
```
35
Properties=species:S:1:pos:R:3:nbo_charge:R:1
O 1.46 2.64 -0.74 -0.507
C 0.98 1.84 -0.05 0.555
Fe 0.37 0.63 1.05 0.062
C 1.33 1.21 2.44 0.495
O 1.94 1.92 3.12 -0.477
C -1.09 1.51 1.34 0.525
O -1.68 2.49 1.59 -0.493
C 2.38 -1.32 -0.26 -0.106
C 1.37 -1.04 -1.31 -0.482
C 0.10 -0.47 -0.69 -0.333
C -0.41 -1.19 0.43 -0.244
C 0.57 -1.49 1.41 -0.350
C 1.95 -1.39 1.05 -0.266
H 3.44 -1.37 -0.45 0.258
H 1.76 -0.36 -2.10 0.226
H 1.10 -1.97 -1.85 0.211
H -0.58 -0.01 -1.42 0.224
H -1.48 -1.36 0.59 0.235
H 0.28 -1.87 2.41 0.233
H 2.69 -1.47 1.85 0.220
C 5.82 -5.97 -3.93 -0.654
C 5.15 -4.62 -4.05 0.065
C 4.78 -4.12 -5.30 -0.155
C 4.16 -2.86 -5.42 -0.229
C 3.88 -2.11 -4.30 -0.194
C 4.20 -2.62 -2.98 0.389
O 3.88 -1.99 -1.93 -0.528
C 4.88 -3.89 -2.91 -0.236
H 6.09 -6.16 -2.89 0.221
H 5.15 -6.77 -4.28 0.224
H 6.73 -6.01 -4.55 0.223
H 4.99 -4.71 -6.19 0.214
H 3.88 -2.47 -6.40 0.225
H 3.40 -1.14 -4.34 0.227
H 5.14 -4.27 -1.92 0.222
```

* lowest unoccupied orbital energy (spin up / spin down): 0.59 / -2.34 eV
* E: -2182.5471 hartree
* ⟨S²⟩: 6.17
* Kohn-Sham gap (spin up / spin down): 5.93 / 5.95 eV
* multiplicity: 5

=====

Entry 4:
DFT (the ωB97M-V functional and the def2-TZVPD basis) results for a molecular structure, C16H14HfN6O4S.

Structure (XYZ):
```
42
Properties=species:S:1:pos:R:3:nbo_charge:R:1
Hf 0.50 -0.72 0.91 2.419
N 5.27 -7.05 -1.05 -0.711
C 4.56 -5.96 -0.77 0.275
C 3.67 -5.41 -1.73 -0.253
C 2.92 -4.31 -1.44 -0.117
C 3.06 -3.71 -0.18 -0.470
C 3.94 -4.22 0.79 -0.116
C 4.68 -5.32 0.49 -0.246
S 1.97 -2.49 0.27 2.203
O 2.47 -1.41 1.20 -0.905
O 1.36 -1.67 -0.84 -0.943
N 0.64 -2.87 1.14 -0.950
C -0.57 -3.05 0.47 0.569
N -1.03 -4.21 0.10 -0.410
C -2.23 -4.25 -0.47 0.166
C -2.99 -3.10 -0.69 -0.278
C -2.43 -1.90 -0.31 0.136
N -1.22 -1.85 0.27 -0.642
H 5.22 -7.50 -1.95 0.419
H 5.91 -7.43 -0.37 0.418
H 3.58 -5.87 -2.71 0.243
H 2.25 -3.88 -2.18 0.251
H 4.04 -3.72 1.75 0.254
H 5.38 -5.71 1.21 0.245
H -2.59 -5.23 -0.75 0.240
H -3.97 -3.14 -1.15 0.272
H -2.94 -0.96 -0.46 0.239
O -0.11 -0.18 2.64 -0.585
N -0.12 1.13 2.84 0.227
N 0.11 1.82 1.81 0.222
O 0.31 1.21 0.62 -0.611
C 0.16 3.24 1.88 0.102
C 0.25 3.97 0.70 -0.199
C 0.29 5.35 0.77 -0.192
C 0.25 5.99 2.00 -0.126
C 0.15 5.25 3.17 -0.184
C 0.11 3.87 3.13 -0.197
H 0.28 3.46 -0.25 0.243
H 0.36 5.92 -0.14 0.247
H 0.29 7.07 2.05 0.246
H 0.12 5.75 4.13 0.250
H 0.06 3.29 4.04 0.251
```

* lowest unoccupied orbital energy: -7.38 eV
* E: -1693.2163 hartree
* relative energy (zero: lowest compared OMol25 entry of this formula, charge and spin): 19.8 kcal/mol
* total charge: +2
* Kohn-Sham gap: 6.85 eV

=====

Entry 5:
DFT (the ωB97M-V functional and the def2-TZVPD basis) results for a single C16H14N2O4S2 molecule.

Structure (XYZ):
```
38
Properties=species:S:1:pos:R:3:nbo_charge:R:1
C -3.03 0.67 -4.50 -0.254
H -2.13 0.33 -5.03 0.178
O -2.75 1.78 -3.67 -0.483
C -1.85 1.65 -2.67 0.347
C -1.62 2.79 -1.91 -0.294
C -0.71 2.76 -0.88 -0.112
C -0.01 1.59 -0.58 -0.238
C -0.25 0.42 -1.33 0.444
C -1.17 0.47 -2.38 -0.422
H -1.35 -0.42 -2.96 0.227
O 0.43 -0.69 -0.98 -0.502
C 0.21 -1.89 -1.67 -0.264
H 0.52 -1.82 -2.71 0.175
H 0.81 -2.63 -1.15 0.235
H -0.85 -2.19 -1.63 0.172
C 0.95 1.62 0.50 0.464
N 1.14 2.62 1.31 -0.298
N 2.12 2.27 2.16 -0.299
C 2.48 1.07 1.83 0.268
S 3.70 0.14 2.62 0.313
C 3.40 -1.51 1.91 -0.629
C 1.97 -1.99 1.78 0.562
O 1.70 -2.77 0.89 -0.551
C 0.96 -1.55 2.73 -0.367
C -0.39 -1.64 2.51 -0.162
C -1.16 -1.14 3.57 -0.271
C -0.38 -0.69 4.60 -0.386
S 1.29 -0.83 4.27 0.493
H -0.70 -0.26 5.53 0.241
H -2.23 -1.11 3.58 0.230
H -0.80 -2.05 1.60 0.237
H 3.94 -2.19 2.57 0.259
H 3.86 -1.56 0.91 0.255
O 1.78 0.58 0.78 -0.420
H -0.51 3.63 -0.28 0.242
H -2.16 3.69 -2.15 0.228
H -3.46 -0.16 -3.93 0.177
H -3.76 1.03 -5.22 0.204
```

* lowest unoccupied orbital energy: -0.07 eV
* SMILES: COc1ccc(-c2nnc(SCC(=O)c3cccs3)o2)c(OC)c1
* E: -1824.9000 hartree
* relative energy (zero: lowest compared OMol25 entry of this formula, charge and spin): 2.3 kcal/mol
* Kohn-Sham gap: 7.78 eV

=====

Entry 6:
DFT (the ωB97M-V functional and the def2-TZVPD basis) results for a single C16H14N2OS molecule.

Structure (XYZ):
```
34
Properties=species:S:1:pos:R:3:nbo_charge:R:1
C 1.03 -2.86 -2.70 -0.577
H 1.21 -1.72 -2.87 0.220
H 1.38 -3.34 -3.43 0.207
H -0.14 -2.96 -2.89 0.183
C 1.27 -3.41 -1.55 -0.404
C 0.77 -2.66 -0.34 -0.060
C -0.34 -3.07 0.17 -0.160
C -1.32 -2.24 1.16 -0.269
C -0.72 -1.08 1.62 0.152
C 0.63 -0.62 1.09 -0.226
C 1.24 -1.49 0.40 -0.162
H 2.13 -1.25 -0.09 0.194
H 1.05 0.25 1.31 0.219
N -1.31 -0.22 2.65 -0.610
C -1.49 1.09 2.62 0.682
O -1.76 1.57 3.66 -0.589
C -0.74 1.95 1.40 -0.067
C -1.06 1.56 0.20 -0.315
C -0.75 2.49 -0.70 0.025
C 0.27 3.49 -0.42 0.001
C 0.38 3.77 0.80 -0.136
C 0.08 2.94 1.97 -0.204
H 0.17 3.27 2.99 0.264
H 1.23 4.65 1.14 0.205
N 0.32 4.16 -1.51 -0.416
C 0.14 3.73 -2.66 0.031
S -0.80 2.24 -2.68 0.170
H 0.31 4.06 -3.51 0.167
H -1.67 0.68 0.00 0.249
H -1.77 -0.71 3.24 0.382
H -2.24 -2.51 1.65 0.223
H -1.11 -3.95 -0.16 0.201
H 1.10 -4.44 -1.19 0.245
H 2.47 -3.36 -1.36 0.176
```

* lowest unoccupied orbital energy: 0.02 eV
* SMILES: CCc1ccc(NC(=O)c2ccc3ncsc3c2)cc1
* E: -1200.6445 hartree
* relative energy (zero: lowest compared OMol25 entry of this formula, charge and spin): 281.5 kcal/mol
* Kohn-Sham gap: 8.94 eV

=====

> Look up the E of the first one.

-2076.8516 hartree